# 1
{
  "formula": "C20H30ClO23",
  "method": "ωB97M-V/def2-TZVPD",
  "elements": ["Cl", "O", "O", "O", "O", "C", "C", "O", "C", "O", "O", "H", "H", "H", "H", "C", "C", "O", "C", "O", "O", "H", "H", "H", "H", "C", "C", "O", "C", "O", "O", "H", "H", "H", "H", "C", "C", "O", "C", "O", "O", "H", "H", "H", "H", "C", "C", "O", "C", "O", "O", "H", "H", "H", "H", "C", "C", "O", "C", "O", "O", "H", "H", "H", "H", "C", "C", "O", "H", "H", "H", "H", "H", "H"],
  "coordinates": [[0.6132, 0.1900, -0.0235], [-0.7797, 0.2621, -0.3956], [1.3747, -0.6248, -0.9697], [1.0676, 1.5437, 0.0091], [0.8248, -0.4231, 1.2569], [4.8293, -2.6680, -0.4029], [3.7262, -2.4431, 0.6534], [4.3157, -1.4742, 1.4915], [5.3034, -0.8209, 0.8357], [5.8658, 0.1375, 1.2448], [5.5761, -1.4687, -0.3026], [4.4079, -2.7759, -1.3979], [5.4366, -3.5317, -0.1314], [3.4914, -3.3455, 1.2179], [2.7963, -2.0831, 0.2089], [-1.4542, 2.9514, 2.3757], [-2.0731, 3.8141, 1.2868], [-3.3996, 3.2438, 1.1762], [-3.6705, 2.6184, 2.3235], [-4.7110, 2.0500, 2.5113], [-2.6124, 2.5816, 3.1434], [-0.7526, 3.4569, 3.0314], [-1.0263, 2.0537, 1.9254], [-1.5876, 3.7739, 0.3115], [-2.1538, 4.8909, 1.4576], [-1.6624, -1.5704, -4.7614], [-1.3691, -0.7863, -3.4632], [-1.5939, 0.5567, -3.8419], [-1.8131, 0.6787, -5.1628], [-2.0036, 1.7078, -5.7257], [-1.9378, -0.5397, -5.7103], [-2.5165, -2.2386, -4.6819], [-0.7976, -2.1495, -5.0782], [-0.3363, -0.9016, -3.1332], [-2.0027, -1.0791, -2.6292], [-0.3007, -3.6154, -0.8664], [-0.9898, -4.7943, -0.1884], [-2.0029, -5.1182, -1.1514], [-1.6774, -4.6261, -2.3436], [-2.2699, -4.8237, -3.3654], [-0.6203, -3.8013, -2.2460], [0.7461, -3.6359, -0.5655], [-0.6744, -2.6533, -0.5133], [-1.4664, -4.6152, 0.7710], [-0.3615, -5.6885, -0.1475], [0.3292, 3.0255, -3.1992], [-1.0528, 3.6604, -2.9616], [-0.7250, 5.0040, -2.6671], [0.5970, 5.1257, -2.3770], [1.1290, 6.0893, -1.9459], [1.1916, 3.9275, -2.5423], [0.5411, 2.9434, -4.2654], [0.2801, 2.0527, -2.7166], [-1.5717, 3.1830, -2.1259], [-1.7002, 3.6641, -3.8369], [-2.5154, -0.8142, 2.6047], [-1.5785, -1.9969, 2.8407], [-2.2931, -2.9298, 3.6642], [-3.5113, -2.3983, 3.9413], [-4.3507, -2.9081, 4.6135], [-3.7045, -1.2393, 3.3112], [-2.7294, -0.6891, 1.5493], [-2.1974, 0.0437, 3.1894], [-0.6983, -1.6572, 3.3817], [-1.2641, -2.4278, 1.8929], [3.0653, 1.1218, 3.9403], [3.1524, 2.3270, 3.0138], [1.8819, 2.8172, 2.6431], [4.0773, 0.8147, 4.2035], [2.4882, 0.3044, 3.5028], [2.4512, 1.3792, 4.8119], [3.6827, 1.9556, 2.1255], [3.7527, 3.1320, 3.4378], [1.5147, 2.2747, 1.9370]],
  "forces_ev_per_angstrom": [[0.60, -0.46, -0.70], [-0.36, -0.92, 0.07], [-0.64, 0.67, -0.20], [0.84, 0.71, 0.02], [-0.67, -0.19, 0.87], [-0.96, -0.14, 0.66], [-0.11, -0.62, -0.71], [-0.19, 0.49, 0.57], [-0.42, -0.56, 0.52], [0.14, 0.26, -0.04], [0.66, 0.08, -0.91], [0.21, 0.06, -0.11], [0.26, 0.10, -0.18], [0.21, 0.08, 0.16], [0.14, 0.35, 0.09], [-0.05, 0.46, -0.24], [-0.05, 0.41, -0.79], [0.77, 0.73, -0.13], [-1.28, -1.49, -0.37], [0.40, 0.56, 0.40], [0.19, 0.07, 0.20], [0.12, -0.07, -0.12], [0.12, 0.00, 0.17], [0.07, -0.57, 0.10], [-0.13, -0.14, 0.68], [0.18, 0.00, 0.53], [0.34, -0.88, -0.14], [0.20, 0.88, 0.30], [-0.94, -0.64, 0.58], [0.34, 0.27, -0.20], [0.24, -0.14, -0.65], [-0.07, 0.09, -0.05], [-0.03, 0.04, -0.14], [0.00, 0.09, -0.03], [-0.19, 0.28, -0.06], [-0.12, 0.08, 1.51], [-0.21, -0.44, -0.77], [-0.65, -0.43, 0.28], [-0.62, 0.31, -0.69], [0.31, -0.07, 0.41], [0.95, 0.24, 0.21], [0.27, 0.06, -0.99], [-0.21, 0.06, -0.25], [0.08, 0.17, -0.01], [0.20, 0.23, 0.30], [-1.66, -0.34, 0.07], [0.06, -0.33, -0.54], [0.16, 1.10, 0.28], [-0.76, -1.20, 0.41], [0.16, 0.63, -0.12], [0.83, 0.04, -0.17], [0.30, 0.03, 0.08], [0.77, -0.02, -0.02], [0.06, 0.21, 0.04], [0.08, -0.20, 0.04], [-0.47, -0.81, 1.27], [0.77, 0.38, 0.05], [-0.13, 0.46, -0.29], [-0.56, -0.15, -0.30], [0.23, -0.39, 0.32], [0.00, 0.18, -0.47], [-0.08, 0.56, 0.09], [0.22, 0.44, -0.81], [0.15, -0.23, -0.06], [-0.04, -0.38, 0.14], [-0.73, 0.49, 0.43], [0.18, -1.24, -0.81], [-0.30, 0.53, 0.36], [-0.15, -0.24, 0.20], [0.42, -0.05, -0.45], [0.49, 0.13, 0.26], [0.07, 0.38, -0.04], [-0.24, 0.09, 0.12], [0.22, -0.13, -0.20]],
  "e_lumo_ev": 1.85,
  "orbital_gap_ha": 0.351,
  "total_charge": -1
}



# 2
{
  "formula": "C3H8BIO2",
  "method": "ωB97M-V/def2-TZVPD",
  "elements": ["B", "C", "C", "C", "O", "O", "I", "H", "H", "H", "H", "H", "H", "H", "H"],
  "coordinates": [[-1.0917, -0.1014, -0.2482], [1.1380, -1.2609, -0.1388], [0.6581, 1.8137, 0.5611], [0.3821, -0.1825, -0.8313], [-1.4193, -1.1253, 0.6503], [-2.0486, 0.5501, -0.8555], [2.4793, 1.5963, 1.6174], [2.1801, -1.0109, 0.2418], [0.5845, -1.5912, 0.7388], [1.2135, -2.0908, -0.7873], [0.7657, 2.6115, -0.2126], [-0.2513, 1.7759, 1.1385], [0.7150, 0.0350, -1.8794], [-2.3747, -1.2632, 0.7530], [-2.9306, 0.2437, -0.7478]],
  "forces_ev_per_angstrom": [[2.09, -2.97, -0.47], [1.25, 1.01, 1.53], [0.80, -1.53, -2.49], [-0.07, 1.82, 1.86], [-0.49, 0.36, 0.28], [-1.08, 2.51, -1.69], [-0.79, 0.03, -0.23], [-0.95, -0.03, -0.75], [0.26, -0.03, -0.06], [0.30, -1.08, -0.90], [-0.34, -0.79, 0.90], [0.09, 0.26, 0.33], [-0.57, 0.37, 1.22], [0.52, 0.22, 0.15], [-1.02, -0.15, 0.33]],
  "e_lumo_ev": 0.16,
  "orbital_gap_ha": 0.305,
  "total_charge": 0,
  "relative_energy_kcal_mol": 0.0
}



# 3
{
  "formula": "C5H3O6Ti",
  "method": "ωB97M-V/def2-TZVPD",
  "elements": ["O", "C", "Ti", "O", "C", "C", "O", "C", "O", "C", "O", "H", "O", "H", "H"],
  "coordinates": [[0.2636, -2.7179, -1.3874], [0.0845, -1.7597, -0.7472], [-0.1135, -0.0130, 0.3308], [0.9970, -2.6386, 1.8947], [0.5647, -1.6938, 1.3616], [0.8511, 1.4023, 1.5295], [1.4497, 2.1834, 2.1468], [-0.3024, 0.9955, -1.7147], [-0.0246, 2.1691, -1.8253], [1.8780, 0.2841, -0.4867], [2.9321, 0.4876, -0.9141], [-0.7942, 0.4743, -2.5899], [-2.2104, 0.2622, 0.7714], [-2.8137, 0.8596, 0.2762], [-2.7619, -0.2951, 1.3546]],
  "forces_ev_per_angstrom": [[-0.89, 4.38, 3.11], [0.80, -5.29, -5.23], [-2.17, 1.63, -0.63], [-2.18, 4.50, -2.55], [2.84, -5.06, 4.22], [3.76, 4.98, 4.63], [-2.96, -3.78, -3.07], [-0.01, 1.82, -2.20], [-0.43, -3.00, 1.64], [4.84, 0.64, -2.07], [-4.35, -0.82, 1.71], [0.23, 0.09, 0.58], [0.30, -0.03, -0.37], [0.20, -0.29, 0.40], [0.03, 0.23, -0.16]],
  "e_lumo_ev": [-11.11, -11.33],
  "multiplicity": 2,
  "orbital_gap_ha": [0.248, 0.228],
  "total_charge": 2
}



# 4
{
  "formula": "C6H8BNO4",
  "method": "ωB97M-V/def2-TZVPD",
  "elements": ["B", "C", "C", "C", "C", "C", "C", "N", "O", "O", "O", "O", "H", "H", "H", "H", "H", "H", "H", "H"],
  "coordinates": [[-2.9262, -0.1958, -0.2419], [1.4179, -1.8757, 0.1161], [1.6883, 0.5215, 0.4529], [-0.6506, -0.7419, 0.7972], [-2.6037, -0.0294, 1.3294], [0.6860, -0.6545, 0.4449], [3.5104, 1.3886, -0.7502], [1.9915, -2.8494, -0.0494], [1.7473, 1.3850, 1.2333], [-3.5442, -1.2851, -0.6455], [-2.6460, 0.8871, -0.8945], [2.4856, 0.3478, -0.5885], [-2.6351, -0.8031, 2.1238], [-1.2112, -1.7142, 0.7247], [-2.3283, 0.8727, 1.7997], [3.0525, 2.3717, -0.4134], [3.8521, 1.3331, -1.8385], [4.3524, 1.1912, -0.1838], [-3.8094, -1.1492, -1.5409], [-2.4293, 0.9994, -1.8755]],
  "forces_ev_per_angstrom": [[-0.09, 0.05, 4.09], [-1.32, 0.83, 0.42], [-1.72, -2.56, -1.44], [-1.25, -0.73, -0.15], [4.01, -2.11, -0.51], [-1.55, -0.04, 0.82], [-2.11, 0.87, -2.09], [0.49, -0.78, -0.25], [0.00, 2.28, 2.08], [-0.54, -1.75, -0.19], [1.49, 3.46, -4.32], [1.45, 0.80, -0.72], [-0.58, 0.24, -0.86], [1.79, 0.47, -0.14], [-0.22, 1.43, 0.07], [0.74, -1.12, -0.81], [-0.89, 0.32, 1.46], [1.50, -0.61, 1.50], [-0.43, -0.42, -1.19], [-0.77, -0.63, 2.24]],
  "e_lumo_ev": -0.09,
  "orbital_gap_ha": 0.361,
  "total_charge": 0,
  "relative_energy_kcal_mol": 70.7
}